[1]
16
Properties=species:S:1:pos:R:3:forces:R:3 method="wB97M-V/def2-TZVPD" gap_ev=8.70 charge=0 e_tot_ha=-234.44306 e_above_lowest_kcal_mol=100.1 spin_multiplicity=1
C -0.768 1.537 0.746 0.0 0.1 0.0
C -0.766 0.018 0.865 -0.1 0.0 0.1
C -0.822 -0.717 -0.487 0.0 0.0 0.0
C 0.577 -1.114 -0.898 0.1 -0.2 -0.1
C 1.767 -0.268 -0.651 0.2 0.2 0.1
C 1.478 -1.409 0.269 0.1 0.0 -0.3
H -1.703 1.893 0.298 0.1 -0.1 0.1
H -0.662 2.006 1.729 0.0 0.0 -0.1
H 0.049 1.900 0.112 -0.1 -0.1 0.1
H -1.593 -0.314 1.495 -0.1 0.1 0.0
H -1.416 -1.632 -0.388 0.1 0.1 0.0
H -1.298 -0.118 -1.276 0.0 0.0 0.2
H 0.651 -1.809 -1.725 0.0 -0.1 -0.1
H 1.718 0.729 -0.232 -0.1 0.0 0.1
H 2.651 -0.379 -1.269 -0.1 -0.2 -0.1
H 0.136 -0.323 1.412 -0.3 0.2 -0.1



[2]
46
Properties=species:S:1:pos:R:3:forces:R:3 method="wB97M-V/def2-TZVPD" gap_ev=6.01 charge=+1 e_tot_ha=-1513.65716 e_above_lowest_kcal_mol=0.0 spin_multiplicity=1
Sr -1.603 -0.683 -0.319 -0.1 0.0 0.2
C -1.145 3.992 -1.097 0.0 0.0 0.0
C -1.635 2.682 -1.057 0.1 0.1 -0.1
N -0.849 1.631 -0.984 -0.3 -0.6 0.0
C 0.503 1.749 -0.927 0.1 0.3 -0.2
C 1.075 3.053 -0.926 0.1 -0.2 0.1
C 0.210 4.161 -1.027 0.0 0.0 0.0
C 2.468 3.218 -0.775 0.0 -0.1 0.0
C 3.225 2.100 -0.574 -0.1 0.1 0.0
C 2.674 0.809 -0.602 0.1 -0.1 0.1
C 1.331 0.551 -0.859 0.1 0.0 0.2
N 0.707 -0.671 -0.956 -0.3 0.0 0.1
C 1.348 -1.892 -1.042 0.1 0.0 -0.2
C 2.680 -2.114 -1.360 0.1 0.1 -0.1
C 3.270 -3.390 -1.381 0.0 -0.1 0.0
C 2.552 -4.516 -1.119 0.0 0.0 0.0
C 1.161 -4.385 -0.913 0.0 0.2 -0.1
C 0.334 -5.517 -0.777 0.0 -0.1 0.0
C -1.022 -5.386 -0.688 -0.1 0.0 0.0
C -1.551 -4.093 -0.725 0.1 -0.2 0.0
N -0.801 -3.017 -0.810 -0.3 0.6 0.1
C 0.549 -3.102 -0.901 0.4 -0.2 0.0
H -1.821 4.831 -1.183 0.0 0.0 0.0
H -2.704 2.492 -1.106 0.0 0.0 0.0
H 0.646 5.153 -1.043 0.0 0.0 0.0
H 2.896 4.211 -0.780 0.0 0.0 0.0
H 4.289 2.191 -0.394 0.0 0.0 0.0
H 3.352 0.004 -0.374 -0.1 0.0 0.0
H 3.313 -1.295 -1.658 -0.1 0.0 0.0
H 4.326 -3.457 -1.613 0.0 0.0 0.0
H 3.003 -5.499 -1.117 0.0 0.0 0.0
H 0.798 -6.496 -0.772 0.0 0.0 0.0
H -1.675 -6.243 -0.607 0.0 0.0 0.0
H -2.626 -3.943 -0.693 0.0 0.0 0.0
S -0.600 -0.444 2.506 0.0 -0.1 -0.1
C -1.610 0.884 2.522 0.0 0.0 0.0
N -1.274 2.146 2.758 -0.1 0.0 0.0
C -2.391 3.076 2.617 0.0 0.0 0.0
C -3.590 2.113 2.580 0.0 0.1 0.0
N -2.959 0.827 2.227 0.0 0.1 0.0
H -0.309 2.420 2.841 0.0 0.0 0.0
H -2.296 3.651 1.695 0.0 0.0 0.0
H -2.439 3.762 3.460 0.0 0.0 0.0
H -4.328 2.402 1.835 0.0 0.0 0.0
H -4.078 2.049 3.553 0.0 0.0 0.0
H -3.403 -0.015 2.569 0.0 0.0 0.0



[3]
50
Properties=species:S:1:pos:R:3:forces:R:3 method="wB97M-V/def2-TZVPD" smiles="C[C@H]1[C@H](C)CCC[C@@H]1NC(=O)COC(=O)CC1CCCC1" gap_ev=10.25 charge=0 e_tot_ha=-945.70937 e_above_lowest_kcal_mol=0.0 spin_multiplicity=1
C -1.055 -0.966 -0.946 -0.2 0.2 -0.1
C -2.373 -0.249 -0.657 0.3 -0.2 0.5
C -3.451 -1.215 -0.138 -0.3 0.2 -0.4
C -3.750 -2.330 -1.139 0.2 0.1 0.3
C -4.741 -0.454 0.178 0.2 -0.1 0.4
C -4.500 0.644 1.205 -0.1 0.1 -0.3
C -3.446 1.614 0.689 0.1 -0.3 0.3
C -2.147 0.868 0.376 -0.3 0.2 -0.1
N -1.154 1.821 -0.085 -0.4 0.0 -0.1
C 0.002 2.042 0.559 0.1 0.5 -0.5
O 0.340 1.472 1.573 0.2 -0.2 0.4
C 0.900 3.120 -0.080 -0.3 -0.2 0.0
O 2.212 2.603 -0.248 0.2 0.2 0.3
C 2.310 1.558 -1.079 0.3 -0.2 -0.5
O 1.386 1.169 -1.750 0.0 0.1 0.0
C 3.677 0.937 -1.026 -0.1 0.1 0.3
C 3.822 0.194 0.313 0.0 0.1 -0.1
C 5.153 -0.581 0.407 0.0 0.0 0.0
C 4.766 -2.061 0.443 0.0 0.0 0.2
C 3.412 -2.053 1.144 0.0 0.0 -0.2
C 2.712 -0.855 0.507 0.0 0.0 0.3
H -1.171 -1.681 -1.754 0.0 -0.1 -0.1
H -0.289 -0.255 -1.241 0.1 0.0 0.0
H -0.710 -1.492 -0.058 0.1 -0.1 0.1
H -2.735 0.211 -1.585 -0.1 0.0 0.0
H -3.083 -1.669 0.789 0.0 0.0 0.1
H -2.897 -2.990 -1.263 0.1 -0.1 -0.1
H -4.589 -2.928 -0.790 -0.1 -0.1 0.0
H -4.010 -1.912 -2.109 0.0 0.0 -0.2
H -5.491 -1.153 0.557 -0.1 0.0 -0.1
H -5.133 -0.013 -0.742 -0.1 0.0 -0.1
H -5.430 1.179 1.408 0.0 0.0 0.1
H -4.157 0.200 2.142 0.0 0.0 0.1
H -3.246 2.390 1.430 0.0 0.1 -0.1
H -3.809 2.099 -0.221 0.0 0.1 -0.1
H -1.739 0.435 1.295 -0.1 0.0 -0.1
H -1.319 2.247 -0.983 0.2 0.0 0.0
H 0.502 3.456 -1.043 0.0 0.0 0.1
H 1.004 3.960 0.608 -0.1 -0.1 -0.1
H 4.433 1.719 -1.096 0.0 0.0 -0.1
H 3.780 0.242 -1.860 0.0 0.1 0.0
H 3.764 0.939 1.110 0.0 0.0 0.0
H 5.672 -0.314 1.327 0.1 0.0 0.0
H 5.815 -0.354 -0.428 0.1 0.1 0.0
H 4.651 -2.446 -0.571 0.0 -0.1 -0.1
H 5.507 -2.670 0.959 0.1 -0.1 -0.1
H 2.859 -2.981 1.006 0.0 -0.1 0.1
H 3.547 -1.885 2.213 0.0 0.0 0.1
H 1.896 -0.469 1.116 -0.1 0.0 -0.1
H 2.303 -1.145 -0.463 -0.1 0.0 -0.1



[4]
19
Properties=species:S:1:pos:R:3:forces:R:3 method="wB97M-V/def2-TZVPD" gap_ev=11.15 charge=+1 e_tot_ha=-306.56713 e_above_lowest_kcal_mol=43.0 spin_multiplicity=1
N 0.244 -2.028 -0.337 -0.5 1.2 0.7
C 0.279 -0.747 -1.133 3.7 -0.6 -1.0
C -0.846 0.154 -0.873 -0.2 2.2 0.1
N -0.610 1.131 0.298 -0.5 0.7 -2.7
C 0.173 2.394 -0.214 2.1 -1.6 2.6
H 0.244 -1.672 0.721 0.9 -0.9 -0.7
H -0.617 -2.493 -0.528 -1.1 -0.4 0.0
H 0.936 -2.710 -0.648 0.5 0.4 0.6
H 1.166 -0.218 -0.777 0.3 -0.2 0.2
H 0.624 -1.019 -2.165 -1.2 0.4 0.6
H -1.158 0.677 -1.807 0.1 -0.3 0.7
H -1.604 -0.471 -0.537 -2.1 -0.9 0.4
H -1.598 1.441 0.497 1.5 -0.1 0.0
H 1.412 2.159 -0.209 -3.6 0.7 0.1
H -0.079 3.171 0.560 0.7 -0.6 -1.0
H -0.082 2.725 -1.204 -0.4 0.0 -0.4
H 1.422 -0.369 2.048 0.1 -0.5 0.4
H 0.101 0.038 1.490 -0.2 -0.2 0.7
O 0.519 -0.723 2.020 -0.1 0.9 -1.3



What is the charge in the second record? +1



What is the charge in the second record? +1



Copy entry 1 word for word.
16
Properties=species:S:1:pos:R:3:forces:R:3 method="wB97M-V/def2-TZVPD" gap_ev=8.70 charge=0 e_tot_ha=-234.44306 e_above_lowest_kcal_mol=100.1 spin_multiplicity=1
C -0.768 1.537 0.746 0.0 0.1 0.0
C -0.766 0.018 0.865 -0.1 0.0 0.1
C -0.822 -0.717 -0.487 0.0 0.0 0.0
C 0.577 -1.114 -0.898 0.1 -0.2 -0.1
C 1.767 -0.268 -0.651 0.2 0.2 0.1
C 1.478 -1.409 0.269 0.1 0.0 -0.3
H -1.703 1.893 0.298 0.1 -0.1 0.1
H -0.662 2.006 1.729 0.0 0.0 -0.1
H 0.049 1.900 0.112 -0.1 -0.1 0.1
H -1.593 -0.314 1.495 -0.1 0.1 0.0
H -1.416 -1.632 -0.388 0.1 0.1 0.0
H -1.298 -0.118 -1.276 0.0 0.0 0.2
H 0.651 -1.809 -1.725 0.0 -0.1 -0.1
H 1.718 0.729 -0.232 -0.1 0.0 0.1
H 2.651 -0.379 -1.269 -0.1 -0.2 -0.1
H 0.136 -0.323 1.412 -0.3 0.2 -0.1